(1)
{
  "formula": "C5H17N3",
  "method": "ωB97M-V with the def2-TZVPD basis set",
  "lumo_ev": [3.8352, 3.8469],
  "s_squared": 0.750,
  "gap_ev": [2.6, 9.0],
  "e_homo_ev": [1.214, -5.114],
  "fmax_ev_per_a": 0.858,
  "charge": -1,
  "multiplicity": 2,
  "elements": ["C", "N", "C", "C", "H", "H", "H", "H", "H", "H", "H", "H", "H", "N", "C", "C", "N", "H", "H", "H", "H", "H", "H", "H", "H"],
  "xyz": [[-1.148, 1.549, -1.434], [-1.130, 0.112, -1.315], [-2.464, -0.394, -1.042], [-0.539, -0.520, -2.480], [-1.411, 2.019, -0.477], [-1.885, 1.894, -2.179], [-0.159, 1.942, -1.680], [-2.405, -1.465, -0.839], [-2.871, 0.106, -0.160], [-3.146, -0.165, -1.877], [-0.451, -1.594, -2.296], [0.444, -0.076, -2.646], [-1.141, -0.385, -3.394], [-0.213, 0.303, 2.520], [0.998, 0.472, 1.684], [1.682, -0.864, 1.483], [2.995, -0.689, 0.859], [-0.899, -0.173, 1.937], [-0.599, 1.248, 2.629], [1.693, 1.164, 2.161], [0.770, 0.899, 0.697], [1.815, -1.312, 2.470], [1.011, -1.522, 0.916], [3.466, -1.588, 0.807], [2.870, -0.407, -0.102]]
}

***

(2)
{
  "formula": "H17NO7",
  "method": "ωB97M-V with the def2-TZVPD basis set",
  "lumo_ev": 0.4902,
  "gap_ev": 10.9,
  "e_homo_ev": -10.443,
  "fmax_ev_per_a": 1.450,
  "smiles": "N.O.O.O.O.O.O.O",
  "multiplicity": 1,
  "elements": ["N", "H", "H", "H", "O", "H", "H", "O", "H", "H", "O", "H", "H", "O", "H", "H", "O", "H", "H", "O", "H", "H", "O", "H", "H"],
  "xyz": [[-1.268, -1.155, -1.457], [-1.734, -1.151, -0.557], [-1.899, -1.456, -2.185], [-0.473, -1.779, -1.392], [-0.020, 1.499, -2.058], [-0.314, 1.915, -2.868], [-0.466, 0.631, -2.051], [0.775, -4.431, -0.158], [0.812, -5.355, -0.428], [1.196, -4.511, 0.724], [-1.111, 2.433, 0.640], [-0.887, 2.615, -0.286], [-0.809, 3.259, 1.062], [2.031, 1.347, -0.297], [1.995, 0.407, -0.060], [1.290, 1.451, -0.925], [-1.640, -0.122, 1.236], [-2.577, 0.005, 1.429], [-1.475, 0.837, 1.072], [1.172, -1.886, 1.482], [0.510, -2.384, 0.975], [0.486, -1.401, 1.971], [1.189, 3.338, 1.329], [1.410, 2.598, 0.734], [1.808, 3.297, 2.068]]
}

***

(3)
{
  "formula": "C17H25N3O4S",
  "method": "ωB97M-V with the def2-TZVPD basis set",
  "lumo_ev": 0.5170,
  "gap_ev": 8.8,
  "e_homo_ev": -8.282,
  "fmax_ev_per_a": 1.113,
  "smiles": "C=CCN(c1ccc(C(=O)NCCN2CCOCC2)cc1)S(C)(=O)=O",
  "multiplicity": 1,
  "elements": ["C", "C", "C", "N", "C", "C", "C", "C", "C", "O", "N", "C", "C", "N", "C", "C", "O", "C", "C", "C", "C", "S", "C", "O", "O", "H", "H", "H", "H", "H", "H", "H", "H", "H", "H", "H", "H", "H", "H", "H", "H", "H", "H", "H", "H", "H", "H", "H", "H", "H"],
  "xyz": [[-3.611, -2.748, 0.559], [-4.113, -2.625, -0.654], [-4.494, -1.317, -1.288], [-4.017, -0.154, -0.573], [-2.676, 0.211, -0.633], [-2.246, 1.401, -0.040], [-0.925, 1.792, -0.114], [0.008, 1.027, -0.806], [1.440, 1.408, -0.941], [2.099, 1.144, -1.930], [1.960, 2.056, 0.132], [3.357, 2.401, 0.215], [4.150, 1.536, 1.219], [4.272, 0.124, 0.946], [3.111, -0.698, 1.233], [3.564, -2.160, 1.228], [4.103, -2.521, -0.020], [5.195, -1.693, -0.349], [4.797, -0.215, -0.366], [-0.423, -0.146, -1.418], [-1.735, -0.559, -1.323], [-5.017, 0.378, 0.672], [-5.681, 1.926, -0.004], [-4.256, 0.660, 1.851], [-6.113, -0.535, 0.776], [-3.375, -3.711, 0.978], [-3.427, -1.893, 1.189], [-4.310, -3.492, -1.270], [-5.586, -1.247, -1.293], [-4.147, -1.267, -2.325], [-2.940, 2.006, 0.516], [-0.633, 2.726, 0.345], [1.408, 2.140, 0.971], [3.766, 2.283, -0.790], [3.452, 3.450, 0.516], [5.165, 1.945, 1.262], [3.703, 1.639, 2.212], [2.718, -0.439, 2.218], [2.313, -0.584, 0.483], [2.720, -2.829, 1.403], [4.319, -2.304, 2.017], [5.534, -2.013, -1.336], [6.003, -1.840, 0.384], [5.679, 0.397, -0.565], [4.055, -0.054, -1.164], [0.295, -0.740, -1.962], [-2.020, -1.493, -1.777], [-6.156, 2.463, 0.807], [-6.410, 1.654, -0.755], [-4.879, 2.510, -0.435]]
}